Entry 1:
{
  "formula": "C7H10O2S",
  "method": "the ωB97M-V functional and the def2-TZVPD basis",
  "smiles": "C[C@H]1C=CC(=S(=O)=O)CC1",
  "total_charge": 0,
  "de_lowest_ev": 2.2828,
  "total_energy_ev": -22347.755,
  "orbital_gap_ev": [7.3, 7.3],
  "molar_mass_g_mol": 158.22,
  "symbols": ["C", "C", "C", "C", "C", "S", "O", "O", "C", "C", "H", "H", "H", "H", "H", "H", "H", "H", "H", "H"],
  "xyz": [[0.2833, 0.0401, -1.5096], [0.7969, 0.4524, -0.0584], [-0.0798, 1.6292, 0.4027], [-1.3498, 1.3857, 0.8127], [-1.8133, 0.0362, 0.8111], [-3.1810, -0.0346, -0.2205], [-4.0539, 1.1466, -0.1749], [-3.8045, -1.3002, -0.3633], [-0.9553, -1.1416, 0.9947], [0.4855, -0.7867, 0.8062], [-0.7804, -0.0417, -1.4817], [0.9448, -0.8089, -1.6816], [0.3837, 0.7751, -2.3355], [1.8313, 0.7121, -0.1040], [0.3539, 2.6707, 0.3092], [-2.0560, 2.1948, 1.0048], [-1.3129, -1.5772, 2.0184], [-1.1583, -1.8557, 0.2642], [0.9197, -0.8003, 1.8294], [1.0377, -1.6191, 0.2364]]
}

Entry 2:
{
  "formula": "C7H10O2S2",
  "method": "the ωB97M-V functional and the def2-TZVPD basis",
  "total_charge": 0,
  "de_lowest_ev": 0.7805,
  "total_energy_ev": -33183.712,
  "orbital_gap_ev": 8.4,
  "molar_mass_g_mol": 190.29,
  "symbols": ["C", "C", "C", "C", "C", "C", "C", "O", "O", "S", "S", "H", "H", "H", "H", "H", "H", "H", "H", "H", "H"],
  "xyz": [[-0.8470, -0.2599, 1.5341], [0.1960, -0.6906, -1.0088], [-1.0256, 1.6181, 0.0732], [-2.4257, 1.2791, 0.6115], [-0.0660, 0.6549, 0.5445], [1.3196, 0.8806, 1.0431], [1.7760, -2.5387, -1.7087], [-0.4415, -1.2859, 1.9676], [-2.1470, 0.1353, 1.4612], [-0.1543, -0.0614, -2.4042], [1.0880, -1.8310, -0.2053], [-1.0192, 1.4188, -1.1159], [-0.8901, 2.6249, 0.1180], [-2.7632, 2.0697, 1.2048], [-3.1831, 0.9535, -0.0546], [1.1531, 1.4843, 1.9189], [1.9420, 1.4628, 0.3518], [1.7171, -0.0255, 1.3479], [1.2714, -3.4789, -1.8325], [2.8055, -2.7050, -1.4757], [1.6941, -1.7049, -2.3709]]
}

Entry 3:
{
  "formula": "C7H10O3P",
  "method": "the ωB97M-V functional and the def2-TZVPD basis",
  "total_charge": -1,
  "multiplicity": 3,
  "total_energy_ev": -22851.968,
  "s_squared": 2.019,
  "orbital_gap_ev": [6.0, 6.2],
  "molar_mass_g_mol": 173.13,
  "symbols": ["C", "C", "C", "C", "C", "C", "C", "O", "O", "O", "P", "H", "H", "H", "H", "H", "H", "H", "H", "H", "H"],
  "xyz": [[1.8138, -0.1675, 0.2068], [0.4842, -0.2857, -0.3966], [0.7760, -1.8508, -2.2459], [0.1071, -0.8500, -1.6259], [-0.5498, 0.3886, 0.4612], [-1.7477, -0.5484, 0.7588], [-1.0461, 1.7274, -0.0484], [2.1606, 2.0036, 1.9356], [1.9264, -0.1966, 3.0666], [0.0055, 0.6613, 1.7153], [1.6164, 0.6534, 1.8811], [2.6929, -0.6647, -0.1230], [0.3894, -2.1276, -3.3433], [1.6809, -2.3008, -1.9463], [-0.7249, -0.3073, -2.1845], [-1.5324, -1.5943, 0.6546], [-2.6038, -0.3693, 0.0631], [-2.1643, -0.4403, 1.6834], [-1.3033, 2.3533, 0.7754], [-1.8745, 1.6396, -0.7513], [-0.1063, 2.2762, -0.5366]]
}

Entry 4:
{
  "formula": "C7H10OS2",
  "method": "the ωB97M-V functional and the def2-TZVPD basis",
  "total_charge": 0,
  "de_lowest_ev": 4.7898,
  "total_energy_ev": -31134.358,
  "orbital_gap_ev": 8.0,
  "molar_mass_g_mol": 174.29,
  "symbols": ["C", "C", "C", "C", "C", "C", "C", "O", "S", "S", "H", "H", "H", "H", "H", "H", "H", "H", "H", "H"],
  "xyz": [[-0.3619, 0.3995, 0.9121], [-1.5884, 0.6969, 0.3362], [0.8553, -0.0132, 1.3032], [-3.2596, -0.1917, 0.0351], [2.7559, 0.7898, -0.0423], [1.1921, -0.9854, -0.9750], [1.8996, -0.4506, 0.3071], [-1.8224, 1.9803, -0.0308], [-4.4043, 0.7436, -0.4743], [-3.3244, -1.9449, 0.1329], [1.1827, 0.2125, 2.2754], [3.4707, 0.5043, -0.7713], [2.9923, 1.3271, 0.9191], [2.0420, 1.5695, -0.2974], [0.6684, -1.9263, -0.7000], [0.5724, -0.1678, -1.1910], [1.9515, -1.2609, -1.8138], [2.4747, -1.2104, 0.6924], [-2.5911, 2.0497, -0.6987], [-4.7053, -2.1221, 0.0810]]
}